(1)
Here is a cluster of 9 separate species, C31H52N2O9 in total in a non-equilibrium geometry from OMol25. Energies are from the ωB97M-V functional and the def2-TZVPD basis.

Element x y z (Å)
O 0.734 -6.518 -6.065
C 1.004 -6.095 -4.921
O 0.191 -5.247 -4.242
C 0.646 -5.205 -2.984
C 2.169 -5.514 -2.991
C 2.165 -6.545 -4.103
H 0.156 -5.906 -2.308
H 0.471 -4.246 -2.496
H 2.534 -5.918 -2.047
H 2.752 -4.621 -3.215
H 1.927 -7.534 -3.713
H 3.087 -6.549 -4.684
O -4.555 -3.217 1.679
C -3.522 -3.551 1.086
O -3.019 -4.748 1.136
C -1.733 -4.762 0.445
C -1.634 -3.492 -0.321
C -2.631 -2.550 0.344
H -1.655 -5.485 -0.367
H -0.978 -4.955 1.207
H -1.997 -3.678 -1.331
H -0.643 -3.038 -0.333
H -3.202 -1.833 -0.246
H -2.082 -1.845 0.969
N 0.967 0.078 0.539
C 1.395 -1.037 -0.144
C 1.143 -0.872 -1.504
C 0.508 0.374 -1.677
C 0.471 0.948 -0.400
H 0.885 0.168 1.542
H 1.840 -1.864 0.388
H 1.402 -1.547 -2.307
H 0.221 0.806 -2.624
H 0.112 1.877 0.016
N -4.671 0.385 -3.843
C -3.689 -0.560 -4.007
C -2.637 -0.124 -3.162
C -2.940 1.114 -2.619
C -4.238 1.391 -3.031
H -5.619 0.365 -4.190
H -3.861 -1.466 -4.568
H -1.695 -0.645 -3.072
H -2.248 1.648 -1.983
H -4.839 2.263 -2.818
C 3.467 3.875 1.442
C 4.481 2.778 1.443
O 5.570 2.837 2.057
C 4.190 1.605 0.526
H 2.948 3.997 2.393
H 2.774 3.711 0.618
H 4.004 4.804 1.251
H 5.143 1.081 0.463
H 3.806 1.914 -0.446
H 3.558 0.847 0.987
C -1.160 4.067 2.620
C -0.603 5.510 2.773
O -0.053 6.109 1.879
C -0.956 6.250 4.102
H -0.819 3.537 3.509
H -0.797 3.506 1.759
H -2.249 4.039 2.664
H -0.731 7.316 4.133
H -0.589 5.812 5.031
H -2.032 6.271 4.274
C 4.896 -2.015 2.038
C 3.920 -1.338 3.003
O 2.902 -0.762 2.623
C 4.276 -1.271 4.440
H 5.300 -2.859 2.597
H 5.719 -1.339 1.807
H 4.362 -2.345 1.147
H 3.688 -0.464 4.876
H 5.355 -1.136 4.512
H 4.044 -2.219 4.925
C -1.090 5.169 -1.400
C -0.054 4.298 -2.049
O 0.973 3.891 -1.549
C -0.224 3.900 -3.514
H -0.704 5.315 -0.391
H -2.050 4.674 -1.542
H -1.160 6.118 -1.933
H 0.516 4.413 -4.128
H -1.198 4.188 -3.910
H -0.031 2.829 -3.577
C -3.217 -0.796 3.722
C -2.554 0.127 2.701
O -1.398 0.398 2.700
C -3.458 0.896 1.766
H -2.955 -0.475 4.731
H -3.037 -1.869 3.665
H -4.305 -0.743 3.691
H -3.048 1.165 0.792
H -3.776 1.864 2.153
H -4.333 0.270 1.589

The HOMO energy comes out at -7.972 eV. The calculated total energy comes out at -1999.01408 a.u. As for the total charge: 0. The largest force on an atom comes out at 5.581 eV/A. As for the structure (SMILES): c1cc[nH]c1.c1cc[nH]c1.O=C1CCCO1.O=C1CCCO1.CC(C)=O.CC(C)=O.CC(C)=O.CC(C)=O.CC(C)=O. The spin multiplicity is 1.

***

(2)
Here is a cluster of 6 separate species, C31H52N4O15 in total in a non-equilibrium geometry from OMol25. Energies are from the ωB97M-V functional and the def2-TZVPD basis.

Element x y z (Å)
C -3.451 -0.413 -5.515
C -4.095 -0.791 -4.265
C -3.529 -1.783 -3.335
C -2.257 -2.429 -3.662
C -1.592 -3.449 -2.693
C -0.205 -2.806 -2.193
C -0.501 -1.867 -0.959
C -0.035 -0.374 -1.194
N 1.127 -0.241 -1.868
N 1.497 1.001 -2.103
C 0.644 1.938 -1.626
N -0.499 1.806 -0.915
N -0.864 0.564 -0.684
C -1.642 -2.072 -4.933
C -2.197 -1.100 -5.854
H -3.830 0.348 -6.227
H -5.050 -0.273 -4.019
H -4.095 -1.994 -2.399
H -2.231 -3.652 -1.796
H -1.349 -4.427 -3.185
H 0.234 -2.281 -3.073
H 0.415 -3.685 -1.859
H 0.024 -2.196 -0.017
H -1.609 -1.885 -0.785
H 0.935 2.997 -1.856
H -0.681 -2.566 -5.229
H -1.620 -0.886 -6.788
C 4.068 3.113 1.021
C 4.556 2.724 -0.359
O 4.283 3.756 -1.318
C 5.093 4.818 -1.267
O 6.015 4.975 -0.509
O 4.685 5.696 -2.194
C 5.405 6.929 -2.179
H 3.011 3.388 0.990
H 4.201 2.290 1.725
H 4.610 3.979 1.404
H 4.017 1.837 -0.695
H 5.619 2.473 -0.357
H 6.479 6.760 -2.253
H 5.167 7.487 -1.272
H 5.084 7.510 -3.041
C -1.752 -4.878 4.036
C -1.816 -5.006 2.527
O -0.503 -5.058 1.950
C 0.138 -6.224 2.079
O -0.285 -7.213 2.620
O 1.351 -6.095 1.524
C 2.185 -7.242 1.684
H -1.136 -4.023 4.322
H -2.752 -4.753 4.455
H -1.300 -5.760 4.490
H -2.302 -4.123 2.109
H -2.403 -5.874 2.220
H 1.691 -8.144 1.325
H 2.469 -7.352 2.732
H 3.086 -7.081 1.094
C -1.298 -6.885 10.933
C -0.809 -7.259 9.548
O -1.083 -6.220 8.598
C -0.275 -5.158 8.658
O 0.646 -5.006 9.420
O -0.682 -4.273 7.738
C 0.036 -3.039 7.766
H -2.355 -6.612 10.906
H -1.162 -7.716 11.627
H -0.757 -6.022 11.324
H -1.346 -8.143 9.201
H 0.254 -7.507 9.548
H 1.110 -3.205 7.692
H -0.206 -2.489 8.676
H -0.285 -2.451 6.908
C -2.031 2.441 -11.883
C -3.157 3.139 -11.146
O -3.382 2.552 -9.857
C -2.490 2.870 -8.915
O -1.540 3.598 -9.051
O -2.821 2.219 -7.791
C -1.886 2.389 -6.725
H -2.220 1.367 -11.941
H -1.926 2.840 -12.893
H -1.079 2.569 -11.365
H -4.085 3.021 -11.706
H -2.973 4.212 -11.049
H -1.708 3.444 -6.517
H -0.950 1.883 -6.966
H -2.309 1.929 -5.835
C 0.631 5.434 1.533
C 1.421 6.630 2.025
O 0.745 7.299 3.098
C 0.812 6.692 4.287
O 1.386 5.661 4.528
O 0.108 7.419 5.165
C 0.012 6.825 6.460
H -0.386 5.728 1.265
H 1.113 4.986 0.662
H 0.546 4.669 2.307
H 1.516 7.358 1.218
H 2.433 6.350 2.327
H 0.997 6.587 6.860
H -0.610 5.931 6.414
H -0.465 7.548 7.119

The HOMO energy comes out at -8.980 eV. The calculated total energy comes out at -2559.98769 a.u. As for the total charge: 0. The largest force on an atom comes out at 3.032 eV/A. As for the structure (SMILES): c1ccc(CCCc2nncnn2)cc1.CCOC(=O)OC.CCOC(=O)OC.CCOC(=O)OC.CCOC(=O)OC.CCOC(=O)OC. The spin multiplicity is 1.